[1]
109
Properties=species:S:1:pos:R:3:mulliken_charge:R:1 method="wB97M-V/def2-TZVPD" e_homo_ha=-0.219 total_charge=-1 gap_ev=8.34 relative_energy_kj_mol=409.21
P 1.9015 0.5850 0.2413 1.560
F 0.6282 1.0663 -0.6054 -0.387
F 1.4264 1.5239 1.4987 -0.433
F 1.2398 -0.7402 0.9942 -0.370
F 3.2109 0.2851 0.9953 -0.389
F 2.2588 -0.2423 -1.0862 -0.515
F 2.6426 1.8679 -0.3612 -0.498
C 5.6160 0.3930 -3.7208 -1.575
C 5.6228 0.7265 -2.2260 0.397
C 4.9126 2.0278 -1.9172 -0.562
O 5.6294 3.1439 -2.5588 -0.384
C 4.9328 4.3353 -2.6161 -0.663
N 5.0021 -0.4054 -1.6151 -0.636
H 4.6073 0.4083 -4.1336 0.272
H 5.8988 -0.6348 -3.9482 0.437
H 6.2331 1.1275 -4.2383 0.324
H 6.6287 0.7299 -1.8062 0.418
H 4.9454 2.2134 -0.8436 0.373
H 3.8836 1.8821 -2.2460 0.331
H 4.6910 4.8009 -1.6606 0.178
H 3.9562 4.1321 -3.0557 0.325
H 5.5359 5.0729 -3.1455 0.341
H 4.1203 -0.0299 -1.2966 0.095
H 5.5395 -0.6480 -0.7951 0.294
C -0.1331 -3.8634 0.3150 -1.596
C -1.4975 -3.4261 -0.3396 0.682
C -2.5070 -4.5653 -0.1440 -0.979
O -3.8711 -4.1401 -0.2253 -0.123
C -4.8177 -5.2479 -0.5682 -0.896
N -1.8155 -2.1043 0.3049 -0.082
H -0.1118 -3.7007 1.3926 0.352
H 0.7761 -3.3199 0.0577 0.335
H 0.0060 -4.9286 0.1305 0.541
H -1.3361 -3.2108 -1.3959 0.134
H -2.3453 -5.1963 0.7299 0.313
H -2.3503 -5.2334 -0.9908 0.357
H -4.7464 -6.0587 0.1569 0.361
H -4.8311 -5.6237 -1.5913 0.315
H -5.8229 -4.8320 -0.4995 0.228
H -1.9512 -2.2987 1.2866 0.230
H -0.9261 -1.6479 0.4492 -0.155
C -5.9638 -0.9600 3.2260 -1.706
C -5.3270 -0.8365 1.9077 0.463
C -4.1413 0.1295 1.9066 -1.148
O -3.5117 0.3203 0.6109 0.244
C -2.2383 1.0847 0.7063 -0.788
N -5.0247 -2.1094 1.3221 -0.248
H -5.2591 -1.4997 3.8586 0.376
H -6.8623 -1.5599 3.0813 0.387
H -6.1449 -0.0278 3.7609 0.416
H -5.9869 -0.4017 1.1570 0.244
H -3.4970 -0.2110 2.7172 0.282
H -4.6349 1.0808 2.1053 0.309
H -1.7612 1.2403 -0.2613 -0.169
H -1.4754 0.6086 1.3223 0.413
H -2.4643 1.9659 1.3067 0.464
H -4.8151 -2.8684 1.9547 0.219
H -5.9501 -2.3376 0.9879 0.269
C -1.9053 1.1558 -4.3228 -1.862
C -2.6941 0.8736 -3.0064 1.879
C -4.1812 0.5468 -3.1610 -0.987
O -4.8723 0.5820 -1.9063 -0.180
C -5.2151 1.8882 -1.3613 -0.427
N -2.1103 -0.2778 -2.4131 -0.249
H -0.8231 1.1301 -4.1946 0.399
H -2.1818 2.0954 -4.8011 0.378
H -2.1890 0.3676 -5.0202 0.471
H -2.5493 1.7937 -2.4402 -0.959
H -4.2572 -0.4704 -3.5454 0.262
H -4.7049 1.1688 -3.8869 0.400
H -5.8056 1.6879 -0.4672 0.105
H -5.7720 2.5651 -2.0092 0.373
H -4.2509 2.3728 -1.2083 0.014
H -2.1385 -1.0063 -3.1121 0.360
H -1.1102 -0.2342 -2.2786 -0.007
C 4.5758 -1.8193 3.4267 -1.429
C 4.0814 -2.9203 4.3276 0.464
C 2.6400 -3.3920 3.7517 -0.648
O 2.1620 -4.5493 4.4456 -0.410
C 1.0664 -5.1995 3.8299 -0.811
N 4.9970 -4.0142 4.2178 -0.841
H 5.6654 -1.7901 3.4253 0.451
H 4.1168 -0.8681 3.6963 0.386
H 4.3003 -1.9871 2.3855 0.200
H 4.0669 -2.4740 5.3220 0.345
H 2.6474 -3.6673 2.6971 0.364
H 1.8976 -2.6267 3.9783 0.357
H 0.0701 -4.7576 3.8417 0.295
H 0.9614 -6.0061 4.5555 0.348
H 1.2663 -5.6394 2.8528 0.325
H 4.8787 -4.2843 3.2518 0.300
H 4.4532 -4.7797 4.5897 0.325
C 2.2045 6.4273 -0.4693 -1.679
C 1.3801 5.5641 0.5364 0.647
C 0.4746 4.5428 -0.1662 -0.103
O -0.3013 5.1764 -1.1896 -0.475
C -1.2272 4.3350 -1.7883 -0.610
N 2.4058 5.0797 1.4803 -0.879
H 2.9496 7.0110 0.0712 0.593
H 1.5842 7.2024 -0.9194 0.345
H 2.6519 5.9381 -1.3345 0.210
H 0.6247 6.0951 1.1157 0.295
H -0.1559 4.0687 0.5860 0.174
H 0.9646 3.6730 -0.6039 0.006
H -1.7716 4.6870 -2.6645 0.347
H -1.8507 3.9052 -1.0043 0.254
H -0.5662 3.5947 -2.2391 0.278
H 3.2930 5.3167 1.0599 0.314
H 2.5294 4.0773 1.4765 0.317

[2]
14
Properties=species:S:1:pos:R:3:mulliken_charge:R:1 method="wB97M-V/def2-TZVPD" e_homo_ha="-0.514 / -0.514" total_charge=+1 gap_ev="8.73 / 8.72" relative_energy_kj_mol=677.90
C -0.2293 0.3241 -0.6799 0.048
C -0.7894 -0.7665 0.2485 -0.276
C 0.4272 -1.0740 1.1141 -0.465
N 0.9434 0.7128 -0.3596 -0.498
N -1.1998 1.6101 -2.2337 0.877
N 1.3136 0.1483 1.0113 -0.085
O -2.2534 1.2366 -2.2631 -0.293
O -0.4320 2.3489 -2.6282 -0.295
H -1.6118 -0.5963 0.8862 0.351
H -1.0399 -1.5303 -0.5662 0.288
H 0.1804 -1.4316 2.1469 0.354
H 1.0696 -1.9101 0.7232 0.252
H 1.3113 1.0974 1.5291 0.375
H 2.3101 -0.1695 1.0715 0.368

[3]
9
Properties=species:S:1:pos:R:3:mulliken_charge:R:1 method="wB97M-V/def2-TZVPD" e_homo_ha=-0.101 total_charge=-1 gap_ev=6.14 relative_energy_kj_mol=203.54
C 2.1196 -1.1724 0.7847 0.791
C -0.4632 0.2666 -0.1383 -0.340
O 2.7023 -0.4085 1.4307 -0.418
O 1.6413 -2.0273 0.1603 -0.376
S -1.9715 -0.6253 -0.7515 -0.217
S -0.8347 2.1278 0.0856 -0.213
Br -0.4779 -0.2359 1.7314 -0.362
H -1.9034 -0.0651 -2.0551 0.066
H -0.8124 2.1401 -1.2477 0.070

[4]
11
Properties=species:S:1:pos:R:3:mulliken_charge:R:1 method="wB97M-V/def2-TZVPD" smiles=O[C@@H]1C[C@@H]1O e_homo_ha=-0.290 gap_ev=8.77 relative_energy_kj_mol=365.18
O 0.0171 -1.0084 -1.3872 -0.500
C 0.5762 0.0681 -0.7626 -0.132
C 0.9578 0.0695 0.6439 -0.501
C -0.4254 0.6576 0.5510 -0.151
O -1.3872 -0.3521 0.7411 -0.508
H -0.6933 -1.3060 -0.7829 0.349
H 1.0400 0.7815 -1.4481 0.403
H 0.9637 -0.9255 1.0822 0.203
H 1.7588 0.7148 0.9885 0.238
H -0.5523 1.2359 -0.3914 0.287
H -2.2554 0.0647 0.7656 0.312

[5]
58
Properties=species:S:1:pos:R:3:mulliken_charge:R:1 method="wB97M-V/def2-TZVPD" e_homo_ha=-0.166 gap_ev=3.68
C -1.9443 3.1481 -2.3530 -0.701
C -1.3913 2.3387 -1.3670 0.423
N -0.2072 1.7272 -1.5688 -0.104
C 0.3267 1.6515 -2.8090 0.533
C -0.2560 2.3620 -3.8479 -0.674
C -1.3635 3.1694 -3.6146 -0.519
C -2.1457 2.1622 -0.0529 -1.601
P -1.2869 1.1416 1.2105 0.604
Ga 0.7872 0.6479 0.1253 1.373
P 1.7262 -0.4438 -1.7195 0.750
C 1.5169 0.7431 -3.0768 -1.156
O -4.4309 -0.1377 -1.1254 -0.638
O -2.1522 -2.0484 -2.0877 -0.396
H -2.8452 3.7034 -2.1185 0.500
H 0.2077 2.3108 -4.8265 0.480
H -1.8158 3.7503 -4.4108 0.419
C -0.9611 2.2699 2.6172 -1.357
C -2.5408 -0.0303 1.7994 -0.914
H 1.3777 0.2051 -4.0268 0.499
H 2.4233 1.3626 -3.1533 0.462
H -3.0405 1.6551 -0.2489 0.789
H -2.4151 3.1317 0.4048 0.548
C 3.4496 -0.9197 -1.6070 -1.066
C 0.7338 -1.8805 -2.1666 -1.010
H -2.6283 -2.6725 -1.5212 -0.845
H -2.5185 -2.1506 -2.9851 0.054
H -3.5337 -0.4139 -1.2854 0.263
H -4.6931 0.4319 -1.8840 0.313
H 1.7621 1.5472 0.9076 -0.361
H -3.2270 -3.6491 -0.5805 0.457
H -1.8453 2.9188 2.7417 0.466
H -0.7694 1.6933 3.5426 0.285
H -0.0708 2.8824 2.3953 0.332
H -3.1771 0.4935 2.5355 0.452
H -3.1394 -0.3706 0.9385 0.378
H -2.0045 -0.8751 2.2829 0.251
H 0.9705 -2.1903 -3.1993 0.508
H 0.9150 -2.6858 -1.4363 0.344
H -0.3369 -1.6194 -2.1096 0.080
H 3.7835 -1.3616 -2.5560 0.427
H 4.0541 -0.0348 -1.3701 0.366
H 3.5533 -1.6545 -0.7969 0.171
O -0.9443 -2.6317 5.0635 -0.648
S -0.0908 -1.5966 4.5524 1.085
O -0.0815 -0.3120 5.2141 -0.648
N -0.2545 -1.3916 2.9059 -0.247
C 0.8528 -1.5837 2.2123 -0.074
O 0.9823 -1.2653 0.9662 -0.617
C 1.9409 -2.1589 3.0138 0.328
C 3.2402 -2.5152 2.6291 -0.149
C 4.1179 -2.9527 3.6187 -0.642
C 3.7202 -3.0171 4.9684 -0.450
C 2.4211 -2.6286 5.3386 -0.639
C 1.5593 -2.1912 4.3419 -0.030
H 3.5105 -2.4572 1.5766 0.369
H 5.1352 -3.2405 3.3547 0.381
H 4.4255 -3.3653 5.7335 0.363
H 2.0733 -2.6625 6.3696 0.433

[6]
6
Properties=species:S:1:pos:R:3:mulliken_charge:R:1 method="wB97M-V/def2-TZVPD" e_homo_ha=-0.356 gap_ev=9.04 relative_energy_kj_mol=307.61
C -1.5523 -0.4944 0.6782 0.245
N 1.1600 1.3091 0.2190 -0.566
O -1.8921 -1.3851 1.3151 -0.184
P 0.1905 0.1259 0.3275 0.258
H 1.0801 1.8288 -0.7659 0.263
H -0.5246 0.1041 -0.8366 -0.015